ORCA calculation (ωB97M-V with the def2-TZVPD basis set) on C15H13I2NO7OsS as an isolated structure.

E = -61069.6860 eV
ΔE to the lowest compared entry with this formula, charge and spin = 0.00 kcal/mol
<S²> = 6.03
LUMO level (spin up / spin down) = -8.61 / -10.29 eV
Gap between HOMO and LUMO (spin up / spin down) = 6.04 / 4.37 eV
Charge = +2
2S+1 = 5
HOMO level (spin up / spin down) = -14.649 / -14.656 eV
Molecular weight = 795.4 u
Max |F| = 2.3 eV/A

```
40
C15H13I2NO7OsS | the OMol25 dataset | ωB97M-V with the def2-TZVPD basis set
Os -0.77886 -0.67684 -1.11965
O -0.46832 -0.71031 0.93249
C -1.10977 -1.35828 1.79995
C -1.96174 -2.47133 1.56793
C -2.39547 -3.23952 2.65683
C -3.08583 -4.39880 2.42367
C -3.36504 -4.84558 1.13059
C -2.99053 -4.07977 0.04845
C -2.30959 -2.87104 0.24130
O -2.03912 -2.11023 -0.80391
N -3.54437 -5.20742 3.58650
O -3.34511 -4.72882 4.68022
O -4.04050 -6.27873 3.32855
H -0.95689 -1.05863 2.84085
H -2.18246 -2.94327 3.67697
H -3.88295 -5.78701 1.00455
H -3.21970 -4.37974 -0.96541
I -1.52576 -0.42901 -3.73411
C 0.18606 -1.59896 -4.34151
I 0.84042 -2.79417 -2.69426
H 0.98673 -0.91819 -4.60788
H -0.10499 -2.23790 -5.16863
C 4.62157 5.15088 0.60381
C 3.40726 4.41580 0.15340
C 2.81437 4.73631 -1.07667
C 1.71621 4.04306 -1.54029
C 1.19527 3.02529 -0.74989
C 1.74482 2.69264 0.48337
C 2.84123 3.39837 0.93226
S -0.04408 1.99372 -1.43007
O -1.16975 1.69254 -0.53892
O -0.37690 2.40276 -2.75574
O 0.67021 0.59006 -1.49539
H 5.34224 5.23749 -0.20989
H 5.09105 4.69033 1.46879
H 4.36358 6.18120 0.86606
H 3.23507 5.53384 -1.67491
H 1.25480 4.27836 -2.48993
H 1.31008 1.89624 1.07587
H 3.27679 3.16471 1.89463
```

These are the Mulliken partial charges, in e, on atoms 1 to 6: number 1, Os, carries 0.93; number 2, O, carries -0.55; number 3, C, carries 0.20; number 4, C, carries 0.46; number 5, C, carries -0.63; number 6, C, carries -0.30

ORCA calculation (ωB97M-V with the def2-TZVPD basis set) on a 9-piece molecular cluster, C47H51ClN8O5P overall.

E = -93532.2401 eV
ΔE to the lowest compared entry with this formula, charge and spin = 75.63 kcal/mol
LUMO level = 1.83 eV
Gap between HOMO and LUMO = 7.21 eV
Charge = -1
HOMO level = -5.380 eV
Molecular weight = 874.4 u
Max |F| = 6.6 eV/A

```
113
C47H51ClN8O5P | the OMol25 dataset | ωB97M-V with the def2-TZVPD basis set
C -2.14967 0.01315 6.29368
C -1.58440 1.21204 6.33025
C -0.56790 2.46749 6.13157
P 1.27478 1.88975 5.96865
O 2.94210 1.38916 6.24315
Cl 1.72164 3.35209 7.51895
O 1.62084 3.01259 4.69087
C 1.56257 2.34816 3.37612
C 1.11855 0.77237 3.47410
C -0.35459 0.46912 2.89011
C -0.43773 -0.81670 1.92670
O -1.43290 -0.85096 1.10359
O 0.45717 -1.93107 1.93192
O 0.97488 0.54796 4.90804
H -2.86106 -0.85712 6.07070
H -0.84404 3.11862 5.21921
H -0.65722 3.10450 7.09446
H 0.91535 0.96991 7.03772
H 2.97885 0.91481 7.10517
H 2.68626 2.40212 3.06949
H 0.87792 2.91817 2.63020
H 2.02551 0.20117 3.05858
H -0.77511 1.41568 2.37348
H -1.03892 0.25661 3.79711
H 1.40064 -1.65326 1.82886
N -0.80846 2.14864 -1.45788
C -1.58758 1.35929 -0.69496
C -2.96146 1.25645 -0.84326
C -3.57423 2.01311 -1.83264
C -2.79676 2.83802 -2.63432
C -1.42968 2.86986 -2.41139
H -1.06410 0.79051 0.06607
H -3.53789 0.60179 -0.20106
H -4.64674 1.96068 -1.97843
H -3.24346 3.44185 -3.41535
H -0.78011 3.49584 -3.01428
N -6.27005 3.35167 -2.65022
C -6.04241 4.63354 -2.31481
C -7.03620 5.59458 -2.22256
C -8.34318 5.21574 -2.49545
C -8.60739 3.89895 -2.84611
C -7.54498 3.01169 -2.90747
H -5.00472 4.88134 -2.11406
H -6.79490 6.61330 -1.94490
H -9.14879 5.93992 -2.43515
H -9.61572 3.56969 -3.06591
H -7.70082 1.97047 -3.17346
N 2.87197 4.43858 -3.78704
C 1.86968 3.66806 -3.32831
C 1.84655 2.28633 -3.43805
C 2.91755 1.66010 -4.06030
C 3.96541 2.43132 -4.54493
C 3.89655 3.80539 -4.38350
H 1.05537 4.20448 -2.85315
H 1.01343 1.71549 -3.04763
H 2.93580 0.58045 -4.16653
H 4.81616 1.97471 -5.03616
H 4.69266 4.45074 -4.74223
N 7.25315 0.11911 3.42594
C 6.04737 0.37860 3.96182
C 5.48408 1.64310 4.01919
C 6.20626 2.70742 3.49811
C 7.45566 2.46989 2.94009
C 7.93000 1.16819 2.92631
H 5.52293 -0.48457 4.35912
H 4.50510 1.79133 4.46115
H 5.79925 3.71281 3.52579
H 8.04618 3.27757 2.52451
H 8.89905 0.93106 2.49722
N 3.89443 -0.99648 -0.58246
C 4.05239 -2.16662 -1.22733
C 5.20180 -2.93757 -1.15574
C 6.25468 -2.47604 -0.37697
C 6.12053 -1.27037 0.29844
C 4.92940 -0.57424 0.16585
H 3.20335 -2.48348 -1.82538
H 5.27284 -3.87484 -1.69495
H 7.17143 -3.05104 -0.29684
H 6.92214 -0.88108 0.91418
H 4.77493 0.37125 0.67713
N 0.83085 -3.66487 -2.63238
C 0.00486 -4.72444 -2.58325
C -1.19622 -4.73446 -1.89218
C -1.56928 -3.58602 -1.20627
C -0.73538 -2.47761 -1.23781
C 0.44371 -2.56569 -1.96068
H 0.34145 -5.59875 -3.13192
H -1.82422 -5.61732 -1.88937
H -2.50175 -3.55541 -0.65229
H -0.99537 -1.56633 -0.71357
H 1.12753 -1.72398 -2.01840
N 5.71320 -6.41872 -2.07816
C 4.71502 -7.17685 -1.59221
C 4.67033 -8.55723 -1.70439
C 5.71344 -9.19671 -2.35942
C 6.75668 -8.43855 -2.87300
C 6.71117 -7.06391 -2.70619
H 3.92160 -6.63073 -1.09173
H 3.84121 -9.11816 -1.29077
H 5.71372 -10.27621 -2.46861
H 7.58616 -8.90516 -3.39027
H 7.50486 -6.42834 -3.08669
N -10.94072 1.52983 -0.18933
C -12.02289 0.73433 -0.13312
C -12.11533 -0.48876 -0.77776
C -11.03039 -0.91840 -1.52923
C -9.90015 -0.11638 -1.60658
C -9.90391 1.08870 -0.92244
H -12.84570 1.11507 0.46372
H -13.01247 -1.09010 -0.69507
H -11.06511 -1.86977 -2.04971
H -9.03599 -0.42093 -2.18449
H -9.04293 1.74897 -0.94887
```

These are the Mulliken partial charges, in e, on atoms 1 to 6: number 1, C, carries -0.36; number 2, C, carries -0.15; number 3, C, carries -0.54; number 4, P, carries 0.53; number 5, O, carries -0.65; number 6, Cl, carries -0.47

ORCA calculation (ωB97M-V with the def2-TZVPD basis set) on an isolated ion of composition C2H6N4 and charge +2.

E = -8108.5438 eV
SMILES = [H]/N=[NH+]/C(N)=C=[NH2+]
ΔE to the lowest compared entry with this formula, charge and spin = 95.32 kcal/mol
LUMO level (spin up / spin down) = -11.42 / -11.42 eV
Gap between HOMO and LUMO (spin up / spin down) = 7.58 / 7.58 eV
Charge = +2
HOMO level (spin up / spin down) = -19.005 / -19.006 eV
Molecular weight = 86.1 u
Max |F| = 3.4 eV/A

```
12
C2H6N4 | the OMol25 dataset | ωB97M-V with the def2-TZVPD basis set
H 2.43380 1.31407 -1.28199
N 1.73500 0.87101 -0.62948
N 0.53013 1.07282 -0.70182
C -0.32197 0.27779 0.15041
N -1.43227 0.88694 0.53008
C 0.11829 -0.92976 0.51563
N 0.21563 -2.16689 0.42980
H 0.16087 1.87042 -1.41010
H -2.09444 0.55622 1.22414
H -1.84835 1.79472 0.36937
H -0.42940 -2.74493 -0.12685
H 0.93271 -2.80241 0.93080
```

These are the Mulliken partial charges, in e, on atoms 1 to 6: number 1, H, carries 0.36; number 2, N, carries -0.41; number 3, N, carries 0.37; number 4, C, carries 0.40; number 5, N, carries -0.37; number 6, C, carries 0.30

Question: Among the records above, which one has the highest molecular weight?
Answer: C47H51ClN8O5P

Question: Which value of max |F| does entry 3 give?
Answer: 3.4 eV/A